{"formula": "C78H176N20O14", "method": "ωB97M-V with the def2-TZVPD basis set", "species": ["C", "C", "C", "C", "C", "C", "N", "O", "C", "C", "C", "H", "H", "H", "H", "H", "H", "H", "H", "H", "H", "H", "H", "H", "H", "H", "H", "H", "H", "H", "C", "C", "C", "C", "C", "C", "N", "O", "C", "C", "C", "H", "H", "H", "H", "H", "H", "H", "H", "H", "H", "H", "H", "H", "H", "H", "H", "H", "H", "H", "C", "C", "C", "C", "C", "C", "N", "O", "C", "C", "C", "H", "H", "H", "H", "H", "H", "H", "H", "H", "H", "H", "H", "H", "H", "H", "H", "H", "H", "H", "C", "C", "C", "C", "C", "C", "N", "O", "C", "C", "C", "H", "H", "H", "H", "H", "H", "H", "H", "H", "H", "H", "H", "H", "H", "H", "H", "H", "H", "H", "C", "C", "C", "C", "C", "C", "N", "O", "C", "C", "C", "H", "H", "H", "H", "H", "H", "H", "H", "H", "H", "H", "H", "H", "H", "H", "H", "H", "H", "H", "C", "C", "C", "C", "C", "C", "N", "O", "C", "C", "C", "H", "H", "H", "H", "H", "H", "H", "H", "H", "H", "H", "H", "H", "H", "H", "H", "H", "H", "H", "C", "C", "C", "C", "C", "C", "N", "O", "C", "C", "C", "H", "H", "H", "H", "H", "H", "H", "H", "H", "H", "H", "H", "H", "H", "H", "H", "H", "H", "H", "C", "C", "C", "C", "C", "C", "N", "O", "C", "C", "C", "H", "H", "H", "H", "H", "H", "H", "H", "H", "H", "H", "H", "H", "H", "H", "H", "H", "H", "H", "C", "O", "N", "N", "H", "H", "H", "H", "C", "O", "N", "N", "H", "H", "H", "H", "C", "O", "N", "N", "H", "H", "H", "H", "C", "O", "N", "N", "H", "H", "H", "H", "C", "O", "N", "N", "H", "H", "H", "H", "C", "O", "N", "N", "H", "H", "H", "H"], "xyz": [[0.595812, -1.147813, -5.003421], [0.766573, -2.298322, -5.993985], [0.773481, -3.723360, -5.328704], [-0.592712, -4.014008, -4.641329], [-1.640396, -3.978874, -5.708988], [-1.715861, -2.636403, -6.497925], [-0.313812, -2.374228, -6.984796], [-0.409733, -1.163934, -7.786100], [-2.612002, -2.830839, -7.735632], [-2.343963, -1.506074, -5.714858], [2.050353, -2.198930, -6.763367], [0.525749, -0.245679, -5.549364], [1.427046, -1.064776, -4.319681], [-0.334808, -1.268713, -4.414742], [0.850195, -4.478306, -6.154071], [1.695056, -3.671996, -4.723790], [-0.804189, -3.385790, -3.767501], [-0.558646, -5.050188, -4.204340], [-2.606919, -4.170126, -5.198557], [-1.447372, -4.761113, -6.456108], [-2.140496, -3.457778, -8.494354], [-3.581169, -3.300329, -7.423572], [-2.801201, -1.862939, -8.157699], [-2.174242, -1.601235, -4.658574], [-1.819130, -0.611353, -6.118839], [-3.427123, -1.426909, -5.844996], [2.836026, -1.845763, -6.082585], [2.081644, -1.407339, -7.526342], [2.344098, -3.075530, -7.317861], [-0.083820, -1.466034, -8.630853], [4.010280, -2.237712, 6.850013], [2.576308, -2.627327, 7.226279], [1.808987, -1.344274, 7.459603], [0.294835, -1.541414, 7.483991], [-0.225106, -2.274932, 6.304808], [0.450415, -3.686433, 6.049577], [1.930221, -3.353852, 6.081212], [2.654240, -4.566292, 5.911241], [0.065754, -4.773136, 7.090192], [0.116363, -4.206644, 4.661638], [2.652238, -3.470252, 8.490649], [4.386764, -1.426369, 7.483040], [4.134436, -1.986454, 5.783114], [4.724824, -3.037535, 6.978930], [2.324001, -0.895851, 8.314467], [2.070834, -0.701830, 6.592040], [-0.205341, -0.589722, 7.463562], [0.008890, -2.048988, 8.425130], [-0.140465, -1.612336, 5.452442], [-1.288026, -2.589414, 6.356553], [0.901935, -5.370926, 7.444327], [-0.434794, -4.310390, 7.942811], [-0.703922, -5.430118, 6.604421], [0.347268, -5.231572, 4.502194], [-0.994528, -4.141504, 4.451732], [0.558430, -3.548941, 3.856828], [3.004229, -4.486933, 8.336004], [1.701915, -3.507900, 9.006766], [3.376660, -3.045656, 9.146849], [3.455853, -4.303562, 5.447924], [6.200103, 2.065940, -1.519224], [5.514007, 2.985272, -0.496844], [5.827158, 4.402328, -0.833483], [5.039408, 4.977031, -1.983427], [3.531707, 4.779220, -1.704606], [3.171248, 3.305839, -1.447085], [4.071602, 2.802072, -0.289233], [3.891380, 1.394828, -0.111284], [1.737617, 3.268086, -0.892118], [3.312276, 2.285794, -2.607508], [6.096606, 2.716559, 0.889426], [7.240283, 2.197424, -1.333921], [6.099980, 2.504190, -2.534682], [5.904142, 1.098786, -1.376896], [5.503553, 4.944509, 0.052146], [6.893594, 4.415965, -0.982898], [5.227714, 4.442553, -2.918920], [5.188842, 6.048572, -2.099936], [2.909721, 5.135641, -2.514073], [3.182036, 5.434683, -0.844757], [1.433848, 2.258481, -0.938962], [1.730450, 3.828148, 0.085472], [1.150310, 3.814413, -1.602536], [4.198681, 2.404384, -3.179811], [3.217679, 1.261536, -2.264862], [2.503835, 2.477045, -3.311438], [5.660099, 3.449112, 1.504560], [7.200338, 2.677641, 0.844716], [5.733560, 1.737185, 1.194988], [3.301679, 1.274176, 0.678657], [-3.041690, -5.429632, -2.172242], [-2.838119, -6.653431, -1.306601], [-1.362154, -7.163184, -1.302287], [-1.151118, -8.275435, -0.332794], [-1.285081, -7.702452, 0.995395], [-2.683279, -7.066783, 1.268916], [-3.068973, -6.172389, 0.110246], [-4.489912, -5.927154, 0.268986], [-3.690452, -8.141306, 1.575024], [-2.671196, -6.118270, 2.472748], [-3.809945, -7.742921, -1.769755], [-2.595332, -4.496993, -1.718675], [-4.110858, -5.146966, -2.270849], [-2.723006, -5.563994, -3.237732], [-1.170147, -7.535280, -2.337228], [-0.749805, -6.320466, -1.065178], [-0.135461, -8.624008, -0.550542], [-1.823873, -9.068176, -0.465015], [-0.444518, -7.011252, 1.095119], [-1.131928, -8.529489, 1.704992], [-3.218507, -8.892978, 2.217686], [-4.547562, -7.777408, 2.149746], [-4.034471, -8.574496, 0.630977], [-2.542858, -6.647741, 3.408000], [-1.879409, -5.329124, 2.327886], [-3.646401, -5.569254, 2.506915], [-3.772593, -8.666045, -1.260790], [-3.611832, -7.973768, -2.824228], [-4.813483, -7.296869, -1.627270], [-4.617628, -4.977231, 0.382293], [5.307974, -6.681900, -0.341911], [3.931246, -6.603010, -1.056228], [2.757608, -6.621782, -0.035329], [2.619389, -5.466863, 0.904496], [2.364285, -4.362048, -0.017124], [3.404702, -4.119045, -1.098866], [3.645117, -5.340768, -1.857952], [4.646562, -5.117047, -2.902553], [2.662346, -3.257191, -2.198359], [4.640410, -3.403741, -0.607297], [3.783343, -7.771101, -2.077577], [5.310741, -6.067619, 0.572909], [6.107426, -6.395435, -1.032712], [5.541706, -7.733684, -0.108688], [1.890403, -6.592073, -0.693672], [2.721001, -7.646724, 0.451871], [3.595453, -5.409048, 1.399694], [1.852293, -5.718488, 1.607935], [2.253503, -3.317838, 0.561424], [1.375693, -4.432051, -0.491412], [2.700804, -2.222182, -1.833457], [3.237874, -3.193127, -3.126293], [1.645081, -3.582002, -2.367574], [5.246887, -3.204862, -1.493565], [4.462674, -2.346262, -0.211434], [5.194415, -3.991474, 0.116110], [2.801767, -7.688145, -2.516330], [4.007471, -8.693186, -1.557280], [4.511287, -7.566669, -2.852336], [4.099937, -5.281392, -3.689582], [-2.715659, 2.932028, -6.738801], [-2.820942, 3.191789, -5.195496], [-1.693209, 2.372446, -4.538999], [-0.275298, 2.998328, -4.512427], [-0.404604, 4.437661, -3.993449], [-1.414772, 5.275176, -4.758479], [-2.764914, 4.592592, -4.678186], [-3.712311, 5.339600, -5.345684], [-1.513680, 6.642144, -4.057204], [-0.976271, 5.475008, -6.211940], [-4.183001, 2.676802, -4.763211], [-3.200187, 3.705698, -7.269103], [-3.259261, 2.031504, -6.893041], [-1.692564, 2.730812, -7.085432], [-1.986005, 2.111806, -3.505479], [-1.625917, 1.410399, -5.122707], [0.203453, 2.987937, -5.465528], [0.336985, 2.458563, -3.769292], [0.546266, 4.990550, -4.013819], [-0.639816, 4.405983, -2.899706], [-2.610511, 6.875450, -3.981212], [-1.074294, 6.675264, -3.052108], [-1.073279, 7.417981, -4.677903], [-0.923024, 4.499328, -6.654282], [-1.652643, 6.049195, -6.736428], [0.011049, 5.923411, -6.306641], [-4.962237, 3.282552, -5.256378], [-4.399396, 2.712882, -3.721325], [-4.303303, 1.684653, -5.099074], [-4.423935, 5.578333, -4.740326], [0.121358, -0.161841, -1.100007], [-1.260697, 0.310323, -0.490420], [-2.318690, -0.409005, -1.329756], [-2.499858, -1.892973, -0.877025], [-2.704313, -1.921699, 0.667373], [-1.536378, -1.273091, 1.385897], [-1.412183, 0.097698, 0.925592], [-0.415627, 0.777976, 1.690539], [-1.994021, -1.162279, 2.859543], [-0.270803, -2.137279, 1.210384], [-1.500772, 1.842302, -0.635851], [0.204276, 0.375257, -2.041354], [0.256304, -1.231529, -1.330702], [0.979481, 0.109384, -0.446495], [-3.270951, 0.115323, -1.261868], [-1.959765, -0.296982, -2.362006], [-1.679260, -2.596441, -1.096447], [-3.423441, -2.230771, -1.330722], [-2.749764, -2.949795, 1.043881], [-3.689373, -1.501515, 0.879358], [-2.868569, -0.476340, 2.866481], [-2.329196, -2.131387, 3.278836], [-1.262875, -0.669096, 3.512597], [0.706719, -1.704148, 1.207641], [-0.205942, -2.995645, 1.987780], [-0.401781, -2.541803, 0.202364], [-1.656739, 2.015870, -1.684544], [-0.649238, 2.343098, -0.282485], [-2.346883, 2.170924, 0.011778], [0.450630, 0.332167, 1.498047], [0.685982, 7.701210, 0.317661], [-0.702548, 7.472707, 0.811572], [-1.037630, 5.955376, 1.075209], [-0.271728, 5.344119, 2.197443], [-0.605216, 6.063779, 3.466207], [-0.350912, 7.632117, 3.363978], [-1.030209, 8.105305, 2.137430], [-0.823892, 9.483988, 2.087372], [-0.965868, 8.417754, 4.492788], [1.212491, 7.887321, 3.376817], [-1.746910, 7.951959, -0.237771], [1.439561, 6.921042, 0.694617], [1.078979, 8.669504, 0.633781], [0.765028, 7.592449, -0.830847], [-2.153748, 5.998388, 1.316711], [-0.704036, 5.435249, 0.173202], [0.755024, 5.312352, 1.912559], [-0.613015, 4.314308, 2.206193], [-0.064181, 5.677743, 4.331682], [-1.703985, 5.914204, 3.626591], [-2.025653, 8.698951, 4.358096], [-0.813260, 7.791203, 5.348383], [-0.420555, 9.359023, 4.688927], [1.364029, 8.892974, 2.921663], [1.677590, 7.930378, 4.359445], [1.766779, 7.313966, 2.673554], [-2.796778, 7.985648, 0.017107], [-1.659690, 7.276632, -1.112511], [-1.660844, 8.905999, -0.671412], [-1.583928, 9.936949, 2.459197], [2.691061, -0.226177, 2.987715], [2.351631, 0.299318, 1.903436], [2.010821, -1.196519, 3.560233], [3.824343, 0.170771, 3.624464], [2.261360, -1.833513, 4.380148], [1.191771, -1.413022, 2.997450], [4.097291, 1.106221, 3.294235], [3.752795, 0.150865, 4.629291], [-1.312279, 2.083221, 5.450378], [-2.546080, 1.981257, 5.231378], [-0.792471, 2.581920, 6.590697], [-0.342398, 1.611093, 4.544481], [-1.496423, 3.001164, 7.164736], [0.193605, 2.811823, 6.573091], [-0.676614, 1.350197, 3.615308], [0.629482, 1.887370, 4.720524], [-5.931842, -0.627313, 0.923634], [-5.917405, -1.596811, 0.135346], [-5.557307, 0.640383, 0.477542], [-6.287517, -0.711566, 2.265958], [-5.325670, 1.442769, 1.074598], [-5.174377, 0.580691, -0.376384], [-6.341385, 0.207258, 2.802500], [-6.355253, -1.497808, 2.861167], [-4.278435, 3.602855, 2.064269], [-4.604916, 3.805580, 0.922186], [-4.503201, 4.548668, 3.067908], [-3.649780, 2.448797, 2.437408], [-4.677711, 5.542581, 2.849453], [-3.886062, 4.519826, 3.873459], [-3.327296, 1.863282, 1.698698], [-3.379427, 2.291272, 3.460819], [2.908950, 3.435270, 4.380443], [2.313960, 2.721712, 5.137173], [2.852094, 3.279231, 3.010699], [3.687812, 4.467352, 4.853325], [3.332985, 3.735172, 2.180313], [2.100325, 2.728349, 2.669192], [3.974461, 4.019103, 5.716319], [4.353406, 4.853849, 4.275908], [-4.548282, 6.060674, -1.906897], [-4.677754, 6.731155, -2.943620], [-5.216046, 6.204340, -0.752783], [-3.636943, 5.060805, -1.841165], [-5.993439, 6.866654, -0.776195], [-5.072878, 5.546608, -0.001106], [-3.578713, 4.420354, -1.112364], [-2.992689, 5.034450, -2.583247]], "atomic_forces_ev_per_a": [[-0.588, -1.141, 0.697], [-0.753, -1.064, -0.353], [-0.566, 0.946, -0.242], [1.857, -1.208, 0.642], [-1.062, 0.572, -0.175], [0.143, -1.411, -0.353], [-1.494, 0.035, -0.584], [0.324, -0.180, 0.916], [-0.203, -0.807, 0.550], [0.542, 0.925, -0.277], [1.231, 1.713, -0.343], [-0.097, 1.149, -0.600], [0.383, -0.100, 0.254], [0.793, 0.130, -0.239], [0.339, 0.653, 0.685], [-0.608, -0.696, 0.135], [0.011, 0.253, -0.315], [-0.003, 0.777, -0.371], [0.172, 0.089, -0.670], [-0.105, -0.015, 0.280], [0.031, -0.080, 0.084], [0.785, 0.426, -0.259], [-0.276, 0.416, -0.362], [0.109, 0.134, 0.562], [-0.873, -0.155, 0.579], [0.190, -0.049, -0.254], [0.149, -0.615, -0.008], [-0.562, 0.041, 0.227], [0.010, -0.643, 0.255], [0.092, -0.049, -0.377], [0.368, -0.170, -0.722], [-0.379, -0.889, -0.164], [0.339, 0.236, -1.264], [0.176, -0.042, 1.807], [-0.525, -2.587, -0.920], [1.521, 1.066, 0.660], [0.372, 0.539, -0.632], [-0.036, -0.463, -0.048], [-1.290, 0.272, -0.549], [-1.260, 1.927, -1.303], [-0.332, -0.346, 0.033], [-0.267, 0.027, -0.201], [-0.322, 0.374, 0.278], [0.086, -0.544, 0.289], [-0.801, 0.248, 0.235], [-0.289, -0.007, 0.318], [-0.141, 0.623, 0.377], [0.044, 0.224, -0.301], [0.163, -0.164, -0.585], [0.264, 0.783, 0.359], [0.002, 0.026, -0.233], [0.130, -0.075, 0.153], [0.737, 0.349, 0.576], [0.648, -0.801, -0.077], [0.947, 0.033, 0.571], [-0.129, -0.841, 0.860], [-0.135, -0.065, -0.390], [-0.229, -0.050, 0.159], [0.482, 0.584, 0.708], [-0.064, -0.042, -0.195], [0.084, 3.396, -0.703], [0.167, -1.062, 0.231], [-0.831, 0.607, 0.139], [-1.392, -0.252, -0.254], [0.247, 0.011, 0.718], [0.745, -1.177, 1.600], [-0.760, 0.727, -0.689], [-0.864, 0.117, 0.498], [1.649, 1.364, -0.049], [-1.275, 1.271, -0.147], [0.715, -1.517, -1.228], [1.042, -0.339, 0.304], [-0.309, -0.885, 0.435], [-0.713, -2.586, -0.185], [0.490, 0.610, 0.194], [0.483, 0.576, 0.070], [0.351, 0.325, -0.072], [0.434, -0.026, -0.212], [-0.028, 0.023, -0.578], [0.558, -0.934, -0.537], [-0.697, -1.044, 0.803], [-0.311, -0.984, -0.727], [-0.696, 0.395, -0.331], [0.855, 0.049, -0.301], [0.068, 0.030, 0.209], [-0.243, -0.050, -0.126], [0.004, 1.001, 1.262], [-0.497, 0.398, 0.378], [0.188, -0.081, 0.204], [0.577, 0.077, -0.686], [-0.293, 1.571, -0.788], [0.502, -0.400, 1.285], [-2.042, -0.207, -2.234], [1.317, 0.656, -1.464], [-0.062, 0.063, 2.103], [0.460, 1.114, -0.176], [-0.327, -0.306, 0.021], [0.228, -0.253, -0.154], [-0.470, -0.773, -0.099], [0.279, 1.450, -0.633], [-0.555, 1.444, -0.681], [0.034, -1.188, -0.591], [0.358, -0.463, 0.268], [0.142, -0.006, 0.950], [0.111, 0.555, 0.527], [0.785, 0.568, 0.019], [-0.061, -0.367, 0.494], [-0.944, -1.270, -0.492], [-0.269, 0.402, 0.460], [-0.046, 0.521, 0.348], [-0.067, -0.106, -0.281], [0.054, 0.129, -0.394], [-0.138, -0.279, 0.554], [0.188, -0.107, 0.245], [-0.568, -0.802, 0.313], [0.731, -0.579, 0.059], [0.212, -0.927, 0.722], [-0.236, 0.243, 0.077], [0.345, -0.564, -0.377], [0.412, 0.027, -0.111], [-0.295, -0.155, -0.512], [-0.079, 0.644, -0.255], [-0.124, -2.891, -0.922], [1.751, -1.537, -0.248], [-1.200, 4.420, 1.120], [-1.322, 0.961, -1.973], [0.729, -1.784, 0.527], [-0.877, -0.365, 0.718], [1.453, 1.282, 1.159], [0.285, 1.659, -0.205], [0.554, 1.569, 1.066], [0.309, -0.352, -0.409], [-0.119, 0.364, 0.173], [-0.306, 0.340, 0.272], [-0.413, -0.263, -0.006], [0.260, 1.106, -0.309], [-0.314, 0.535, 0.462], [-0.509, 0.368, 0.549], [0.426, -2.001, -1.101], [0.175, -0.474, 0.122], [-0.571, 0.044, -0.012], [-0.120, -0.390, 0.109], [-0.123, -0.141, -0.068], [0.374, -0.317, 0.157], [-0.223, -1.536, -0.167], [0.161, 0.097, 0.093], [-0.425, -0.437, -0.060], [-0.250, -0.398, -0.222], [0.249, -0.342, -0.209], [0.413, 0.109, 0.268], [0.714, 0.060, 1.344], [0.677, 0.083, 0.132], [0.339, -1.088, -0.156], [-1.057, 0.558, 1.526], [0.328, -0.347, 0.575], [-0.379, 0.504, 0.129], [1.702, -0.784, 0.485], [-0.424, 0.662, -1.528], [-1.645, 0.136, -0.175], [1.359, -1.414, 1.283], [-0.478, 0.997, -0.855], [-0.325, 0.925, -0.811], [-0.480, -0.846, -0.358], [-0.292, 0.360, 0.057], [0.104, 0.154, -0.457], [-0.207, 0.692, 0.738], [0.377, -0.188, -0.746], [-0.098, -0.120, -0.541], [-0.004, -0.215, -0.217], [-0.287, 0.004, -0.707], [1.083, 0.111, 0.143], [-0.041, -0.154, -0.280], [0.181, 0.108, 0.082], [0.136, -0.237, -0.551], [-1.600, 1.281, -1.105], [0.101, 0.141, 0.265], [0.263, -0.283, 0.072], [0.256, 0.182, 1.028], [-0.195, -1.348, -0.336], [0.265, 0.155, 0.719], [0.208, 0.771, 0.706], [0.689, 0.601, -0.683], [0.468, -0.942, 0.714], [-0.433, 0.618, 0.728], [0.064, -0.487, -1.338], [-0.355, 0.270, 1.923], [-0.579, -0.459, 0.727], [0.401, -0.591, -0.811], [-0.444, 0.441, 0.189], [-0.888, -1.980, 0.482], [-0.489, -1.411, 0.087], [0.344, 0.119, -0.185], [-0.563, 0.358, 0.178], [-0.391, 0.013, -0.473], [-0.130, -0.102, 0.081], [-0.315, -0.262, 0.071], [-0.285, 0.574, -0.554], [-0.054, -0.461, -0.214], [0.003, -0.140, -0.273], [0.435, 0.372, 0.265], [0.335, -0.462, 0.027], [0.389, 0.388, -0.213], [0.024, -0.504, -0.092], [0.442, 0.901, 0.025], [-0.432, 1.229, -1.378], [0.582, -0.540, 0.434], [-0.191, 0.629, -0.318], [1.145, 0.940, 0.298], [0.391, -0.365, -0.864], [-0.381, 0.565, 0.256], [2.321, -1.189, -1.468], [-2.195, -0.222, 1.051], [-0.599, 1.827, -0.739], [-0.900, -0.259, -0.123], [-0.747, 1.359, 0.649], [1.113, -1.281, -1.026], [-0.189, -0.865, -0.132], [0.864, 1.162, -0.827], [0.201, 0.611, 0.497], [-1.070, 1.926, -0.718], [0.249, -1.335, -0.625], [-1.104, 0.988, -0.370], [-0.136, 0.026, -0.318], [-0.303, 0.403, 1.719], [1.321, -0.709, -0.747], [-0.913, -0.150, -0.276], [1.082, 0.102, 0.215], [0.105, -0.440, 0.480], [-0.022, 0.025, 0.098], [0.724, 0.133, 0.136], [0.370, -0.584, 0.017], [-0.342, -0.134, 0.958], [-0.159, -0.419, -0.213], [-0.251, -0.253, 0.633], [-0.184, -0.382, 0.106], [0.368, -1.207, -0.078], [-0.248, -0.721, 0.866], [-0.141, 0.128, 0.497], [1.103, 1.578, -0.214], [-0.374, -0.372, -0.063], [0.842, 0.855, -0.622], [-0.245, -0.312, 0.432], [-1.328, -1.966, 0.809], [0.690, 1.319, -0.004], [-0.391, 1.213, -1.343], [0.107, -0.419, 0.675], [0.006, -0.689, 0.186], [0.120, -0.126, 0.173], [-0.165, -1.362, -2.364], [1.653, 0.395, 0.337], [-0.110, -0.192, -0.289], [-1.343, 0.684, 1.193], [0.352, 0.396, 0.506], [-0.354, 0.247, 0.492], [0.424, 0.193, 0.289], [-0.493, -0.248, -0.462], [0.236, -0.992, -0.438], [-0.046, 1.520, 1.597], [-1.880, -0.553, 4.170], [0.049, 3.676, 0.178], [-0.271, -0.833, -0.458], [1.487, 0.196, -3.613], [0.231, -1.907, -1.182], [-0.016, -1.066, -0.357], [1.114, 0.470, 1.714], [-0.692, 0.289, -1.910], [0.424, 0.506, 0.581], [-0.411, 0.875, 2.659], [-0.048, -1.269, -0.561], [-0.182, -0.452, -0.124], [0.386, -0.557, -0.141], [-0.142, -0.024, -1.885], [0.934, 1.888, -3.488], [-1.208, -1.441, 1.400], [0.575, 0.644, -1.152], [-1.846, -2.122, 2.041], [-0.397, -0.333, 2.034], [-0.617, -0.772, -0.057], [0.799, 1.246, 0.416], [1.777, 0.860, -1.334], [0.850, -0.562, -0.778], [-0.465, -0.076, 0.893], [-1.473, 1.515, 0.107], [-0.203, 0.971, -0.679], [0.483, -0.630, 0.276], [-0.216, -0.058, 0.039], [0.028, -0.971, 1.446], [0.623, -0.511, -1.126]], "lowdin_charge": [-0.01, -0.52, -0.10, -0.20, -0.15, -0.50, -0.07, -0.04, -0.04, -0.04, -0.05, 0.07, 0.08, 0.06, 0.13, 0.09, 0.10, 0.11, 0.12, 0.12, 0.08, 0.10, 0.07, 0.05, 0.08, 0.09, 0.09, 0.08, 0.08, 0.10, -0.04, -0.53, -0.13, -0.18, -0.13, -0.46, -0.10, -0.03, -0.01, -0.05, -0.03, 0.10, 0.07, 0.08, 0.13, 0.11, 0.10, 0.12, 0.09, 0.14, 0.07, 0.07, 0.09, 0.07, 0.09, 0.07, 0.09, 0.08, 0.08, 0.10, -0.01, -0.56, -0.16, -0.16, -0.12, -0.44, -0.07, -0.08, -0.02, 0.00, -0.03, 0.07, 0.09, 0.05, 0.12, 0.12, 0.11, 0.11, 0.11, 0.13, 0.04, 0.10, 0.06, 0.05, 0.08, 0.07, 0.05, 0.10, 0.08, 0.06, -0.04, -0.50, -0.13, -0.22, -0.15, -0.49, -0.05, -0.05, -0.04, -0.04, -0.03, 0.08, 0.09, 0.08, 0.14, 0.10, 0.12, 0.10, 0.11, 0.13, 0.09, 0.09, 0.07, 0.08, 0.08, 0.09, 0.04, 0.10, 0.10, 0.10, -0.02, -0.47, -0.16, -0.19, -0.17, -0.52, -0.08, -0.04, -0.03, -0.02, -0.02, 0.06, 0.08, 0.08, 0.10, 0.15, 0.11, 0.10, 0.16, 0.11, 0.08, 0.07, 0.07, 0.08, 0.11, 0.06, 0.08, 0.08, 0.07, 0.10, -0.02, -0.47, -0.12, -0.15, -0.16, -0.48, -0.11, -0.03, -0.02, -0.01, -0.03, 0.07, 0.06, 0.08, 0.09, 0.11, 0.10, 0.09, 0.12, 0.11, 0.08, 0.06, 0.08, 0.05, 0.06, 0.10, 0.10, 0.07, 0.06, 0.08, 0.00, -0.47, -0.10, -0.14, -0.12, -0.50, -0.09, -0.05, -0.02, -0.02, 0.01, 0.07, 0.07, 0.07, 0.11, 0.11, 0.08, 0.10, 0.12, 0.09, 0.09, 0.09, 0.05, 0.04, 0.10, 0.06, 0.05, 0.04, 0.08, 0.05, -0.04, -0.48, -0.14, -0.23, -0.11, -0.47, -0.11, -0.04, -0.05, -0.02, -0.03, 0.08, 0.08, 0.11, 0.14, 0.11, 0.07, 0.11, 0.11, 0.12, 0.09, 0.07, 0.09, 0.08, 0.08, 0.04, 0.07, 0.06, 0.06, 0.10, -0.65, -0.04, 0.22, 0.18, 0.12, 0.07, 0.09, 0.08, -0.62, -0.04, 0.17, 0.17, 0.11, 0.09, 0.06, 0.05, -0.62, -0.01, 0.18, 0.14, 0.07, 0.03, 0.13, 0.08, -0.67, 0.01, 0.15, 0.17, 0.11, 0.08, 0.05, 0.10, -0.68, 0.02, 0.18, 0.18, 0.12, 0.07, 0.11, 0.06, -0.67, -0.01, 0.17, 0.20, 0.12, 0.05, 0.05, 0.05], "multiplicity": 1, "relative_energy_kj_mol": 0.0, "mol_weight_da": 1618.4, "energy_ev": -142204.15451, "homo_lumo_gap_ev": 8.13}